# 1
{"formula": "C38H106Br3N8O7", "method": "wB97M-V/def2-TZVPD", "symbols": ["C", "C", "C", "O", "C", "N", "H", "H", "H", "H", "H", "H", "H", "H", "H", "H", "H", "H", "C", "C", "C", "O", "C", "N", "H", "H", "H", "H", "H", "H", "H", "H", "H", "H", "H", "H", "C", "C", "C", "O", "C", "N", "H", "H", "H", "H", "H", "H", "H", "H", "H", "H", "H", "H", "C", "C", "C", "O", "C", "N", "H", "H", "H", "H", "H", "H", "H", "H", "H", "H", "H", "H", "C", "C", "C", "O", "C", "N", "H", "H", "H", "H", "H", "H", "H", "H", "H", "H", "H", "H", "C", "C", "C", "N", "C", "C", "C", "C", "C", "H", "H", "H", "H", "H", "H", "H", "H", "H", "H", "H", "H", "H", "H", "H", "H", "H", "H", "C", "N", "C", "C", "C", "C", "O", "H", "H", "H", "H", "H", "H", "H", "H", "H", "H", "H", "H", "H", "H", "C", "N", "C", "C", "C", "C", "O", "H", "H", "H", "H", "H", "H", "H", "H", "H", "H", "H", "H", "H", "H", "Br", "Br", "Br"], "xyz": [[2.80, 5.75, -2.49], [2.97, 6.38, -1.13], [1.97, 7.46, -0.76], [1.76, 7.43, 0.62], [2.09, 8.58, 1.39], [2.71, 5.26, -0.03], [2.15, 5.67, 0.76], [2.25, 4.44, -0.43], [3.56, 5.06, 0.38], [3.16, 6.53, -3.24], [1.77, 5.54, -2.82], [3.44, 4.89, -2.64], [4.00, 6.64, -0.97], [1.04, 7.28, -1.27], [2.28, 8.45, -1.03], [1.68, 8.45, 2.36], [1.77, 9.53, 0.95], [3.13, 8.77, 1.49], [-2.68, 10.95, 6.67], [-3.35, 9.61, 6.98], [-2.56, 8.45, 6.49], [-2.95, 7.25, 7.09], [-2.33, 6.04, 6.67], [-3.63, 9.48, 8.44], [-4.54, 9.88, 8.73], [-3.62, 8.42, 8.58], [-2.91, 9.92, 9.00], [-3.35, 11.85, 6.69], [-2.45, 10.98, 5.60], [-1.73, 11.12, 7.17], [-4.32, 9.57, 6.49], [-1.49, 8.65, 6.65], [-2.72, 8.31, 5.41], [-2.14, 6.04, 5.58], [-2.91, 5.17, 6.93], [-1.39, 5.77, 7.17], [1.63, -10.03, 8.85], [1.19, -9.21, 9.97], [-0.24, -9.59, 10.61], [-0.19, -8.88, 11.83], [-1.25, -9.18, 12.73], [2.16, -9.30, 11.12], [3.08, -8.88, 10.96], [1.70, -8.81, 11.89], [2.30, -10.28, 11.43], [1.57, -11.11, 9.07], [2.71, -9.90, 8.62], [1.08, -9.81, 7.96], [1.14, -8.17, 9.75], [-0.17, -10.71, 10.80], [-0.98, -9.32, 9.87], [-1.42, -10.22, 12.90], [-2.14, -8.74, 12.27], [-0.99, -8.70, 13.74], [1.87, 0.44, 2.02], [1.67, -0.98, 1.72], [0.62, -1.75, 2.61], [-0.61, -1.16, 2.22], [-1.87, -1.83, 2.58], [1.17, -1.15, 0.31], [1.50, -0.45, -0.22], [1.29, -2.08, -0.17], [0.13, -0.93, 0.43], [2.26, 0.54, 3.00], [1.00, 1.07, 1.94], [2.66, 0.88, 1.37], [2.65, -1.50, 1.78], [0.81, -1.60, 3.65], [0.62, -2.84, 2.40], [-2.63, -1.10, 2.32], [-1.89, -2.11, 3.61], [-1.96, -2.65, 1.82], [6.10, -3.70, -1.48], [6.50, -4.01, -0.07], [6.95, -2.79, 0.70], [6.76, -3.12, 2.05], [7.48, -2.34, 3.00], [5.36, -4.57, 0.73], [5.54, -4.39, 1.76], [4.45, -4.21, 0.33], [5.31, -5.58, 0.59], [5.68, -4.61, -1.91], [6.82, -3.20, -2.14], [5.25, -2.92, -1.41], [7.33, -4.71, -0.09], [6.24, -1.96, 0.43], [7.95, -2.39, 0.46], [7.23, -2.52, 4.03], [7.29, -1.28, 2.78], [8.54, -2.69, 2.93], [-4.39, 1.61, -5.27], [-5.90, 1.78, -5.47], [-6.25, 3.23, -6.12], [-7.72, 3.58, -6.15], [-8.42, 2.57, -7.04], [-7.88, 4.94, -6.77], [-9.30, 5.33, -6.48], [-9.61, 4.68, -5.10], [-8.41, 3.70, -4.83], [-4.26, 0.53, -5.14], [-3.96, 2.20, -4.45], [-3.75, 1.90, -6.14], [-6.51, 1.73, -4.57], [-6.21, 1.01, -6.14], [-5.93, 3.28, -7.15], [-5.70, 4.06, -5.59], [-9.44, 2.95, -7.32], [-8.57, 1.68, -6.49], [-7.79, 2.45, -7.94], [-7.65, 4.92, -7.84], [-7.17, 5.61, -6.23], [-10.02, 5.10, -7.26], [-9.39, 6.46, -6.48], [-10.52, 4.13, -5.08], [-9.57, 5.49, -4.40], [-8.68, 2.71, -4.47], [-7.71, 4.11, -4.11], [4.07, 2.52, -9.40], [3.93, 3.16, -8.04], [5.10, 3.93, -7.52], [2.83, 4.11, -8.07], [3.63, 2.00, -7.11], [3.70, 2.35, -5.66], [2.60, 3.15, -5.18], [4.89, 1.84, -9.52], [4.38, 3.31, -10.16], [3.16, 2.03, -9.66], [5.91, 3.31, -7.15], [4.79, 4.70, -6.81], [5.51, 4.50, -8.36], [2.95, 4.79, -7.22], [1.84, 3.67, -8.00], [2.78, 4.73, -8.94], [4.45, 1.29, -7.26], [2.63, 1.70, -7.37], [4.67, 2.83, -5.46], [3.81, 1.44, -5.10], [2.74, 3.33, -4.30], [-2.04, -7.86, -2.03], [-1.25, -9.07, -1.64], [-0.98, -9.11, -0.19], [-2.11, -10.31, -1.82], [-0.05, -9.26, -2.51], [1.00, -8.13, -2.57], [1.51, -7.82, -1.25], [-1.55, -6.92, -1.84], [-3.02, -7.91, -1.52], [-2.20, -7.84, -3.13], [-0.34, -8.26, 0.09], [-0.38, -9.99, -0.04], [-1.91, -9.05, 0.40], [-2.52, -10.43, -2.83], [-2.95, -10.39, -1.11], [-1.44, -11.16, -1.56], [-0.33, -9.48, -3.53], [0.51, -10.13, -2.15], [0.57, -7.20, -2.89], [1.79, -8.47, -3.24], [1.81, -6.93, -1.23], [2.33, -3.74, -1.07], [2.55, 1.77, -1.41], [0.74, 2.70, -2.44]], "lowdin_charge": [-0.08, -0.25, -0.16, -0.22, -0.06, 0.23, 0.16, 0.06, 0.11, 0.11, 0.05, 0.07, 0.14, 0.13, 0.13, 0.08, 0.10, 0.08, -0.03, -0.34, -0.21, -0.19, -0.06, 0.23, 0.20, 0.18, 0.17, 0.12, 0.10, 0.09, 0.16, 0.15, 0.15, 0.10, 0.09, 0.09, -0.05, -0.32, -0.13, -0.24, -0.06, 0.21, 0.19, 0.15, 0.19, 0.11, 0.10, 0.09, 0.14, 0.16, 0.14, 0.08, 0.10, 0.13, -0.10, -0.32, -0.17, -0.25, -0.02, 0.16, -0.02, -0.09, 0.18, 0.07, 0.09, 0.02, 0.15, 0.12, 0.12, 0.08, 0.08, 0.10, -0.06, -0.35, -0.20, -0.25, -0.06, 0.19, 0.17, 0.03, 0.16, 0.08, 0.10, 0.08, 0.15, 0.15, 0.16, 0.08, 0.10, 0.12, -0.10, -0.19, -0.10, -0.30, 0.05, -0.13, -0.16, -0.09, -0.08, 0.08, 0.08, 0.09, 0.10, 0.09, 0.12, 0.15, 0.13, 0.09, 0.13, 0.15, 0.16, 0.11, 0.14, 0.11, 0.11, 0.13, 0.14, 0.02, -0.34, 0.01, -0.02, -0.09, -0.22, -0.08, 0.10, 0.14, 0.10, 0.12, 0.11, 0.12, 0.10, 0.12, 0.11, 0.15, 0.14, 0.12, 0.13, -0.04, 0.02, -0.36, -0.01, 0.00, -0.10, -0.18, -0.08, 0.10, 0.12, 0.13, 0.11, 0.11, 0.13, 0.12, 0.12, 0.12, 0.14, 0.15, 0.11, 0.13, 0.02, -0.18, -0.54, -0.53], "e_lumo_ha": -0.243, "max_force_ev_per_a": 9.686, "e_homo_ev": -8.83, "energy_ev": -277456.6383, "homo_lumo_gap_ev": 2.2214, "charge": 5}



# 2
{"formula": "C8H10ClNO2", "method": "wB97M-V/def2-TZVPD", "symbols": ["N", "C", "C", "C", "C", "C", "O", "C", "Cl", "C", "C", "O", "H", "H", "H", "H", "H", "H", "H", "H", "H", "H"], "xyz": [[2.98, -0.16, -1.26], [1.64, 0.04, -1.98], [0.39, -0.56, -1.49], [-0.22, -0.02, -0.22], [-1.26, 0.83, -0.25], [-1.88, 1.29, 0.96], [-2.88, 2.30, 0.95], [-1.67, 0.49, 2.04], [-2.67, 1.05, 3.40], [-0.84, -0.60, 2.13], [0.02, -0.76, 0.96], [0.88, -1.75, 1.07], [3.09, -0.10, -0.20], [3.55, -0.97, -1.43], [1.49, 1.09, -1.85], [1.85, -0.36, -2.98], [-0.49, -0.36, -2.20], [0.58, -1.62, -1.55], [-1.65, 1.17, -1.20], [-3.40, 2.06, 1.92], [-0.71, -0.97, 3.12], [1.20, -2.10, 0.08]], "lowdin_charge": [-0.02, -0.25, -0.18, -0.19, 0.03, -0.33, -0.08, -0.56, 0.73, 0.01, -0.28, 0.02, 0.09, 0.04, 0.10, 0.12, 0.15, 0.10, 0.13, 0.08, 0.11, 0.19], "e_lumo_ha": 0.017, "max_force_ev_per_a": 5.248, "e_homo_ev": -8.04, "smiles": "NCCc1cc(O)c(Cl)cc1O", "energy_ev": -26563.3094, "e_above_lowest_ev": 2.492, "homo_lumo_gap_ev": 8.5003}



# 3
{"formula": "H5N2OP", "method": "wB97M-V/def2-TZVPD", "symbols": ["N", "N", "O", "P", "H", "H", "H", "H", "H"], "xyz": [[-0.05, 1.16, 0.76], [-0.51, -0.79, -1.60], [-0.35, -1.96, 0.67], [0.25, -1.05, -0.29], [-0.90, 1.10, 0.19], [-0.16, 0.56, 1.67], [0.08, 2.18, 1.00], [0.00, -0.18, -2.21], [1.63, -1.03, -0.18]], "lowdin_charge": [-0.10, -0.07, -0.39, 0.45, 0.01, 0.07, 0.04, 0.02, -0.03], "e_lumo_ha": [0.031, -0.122], "spin_multiplicity": 3, "max_force_ev_per_a": 7.114, "e_homo_ev": [-5.39, -10.44], "energy_ev": -14392.6117, "e_above_lowest_ev": 0.363, "homo_lumo_gap_ev": [6.2422, 7.1182]}



# 4
{"formula": "CH11O4S", "method": "wB97M-V/def2-TZVPD", "symbols": ["C", "S", "H", "H", "H", "H", "H", "O", "H", "H", "O", "H", "H", "O", "H", "H", "O"], "xyz": [[-0.50, -1.74, -0.31], [-0.01, -0.06, 0.05], [-1.05, -1.74, -1.25], [-1.05, -2.14, 0.54], [0.36, -2.41, -0.36], [0.94, -0.32, -3.44], [0.25, 0.51, -2.41], [0.43, 0.49, -3.35], [-2.19, 0.15, 2.99], [-0.89, 0.07, 2.25], [-1.27, -0.18, 3.10], [3.65, -0.30, -0.16], [2.36, 0.30, 0.18], [3.24, 0.19, 0.55], [-1.47, 1.79, 0.07], [-1.24, 2.68, 1.23], [-1.56, 2.71, 0.32]], "lowdin_charge": [-0.44, 0.79, 0.04, 0.03, 0.04, 0.03, -0.06, -0.06, 0.05, -0.09, -0.10, 0.03, -0.07, -0.07, -0.08, 0.03, -0.07], "e_lumo_ha": [0.008, -0.130], "spin_multiplicity": 2, "max_force_ev_per_a": 1.145, "e_homo_ev": [-10.82, -10.45], "energy_ev": -20238.9849, "e_above_lowest_ev": 0.400, "homo_lumo_gap_ev": [11.0436, 6.9144]}



# 5
{"formula": "C4H5NO2", "method": "wB97M-V/def2-TZVPD", "symbols": ["C", "C", "C", "N", "C", "O", "O", "H", "H", "H", "H", "H"], "xyz": [[-1.80, 0.71, 0.03], [-0.39, 0.23, 0.13], [0.10, -1.02, -0.14], [1.50, -1.00, 0.03], [1.90, 0.28, -0.05], [2.91, 0.82, -0.33], [0.59, 1.11, 0.30], [-1.80, 1.79, -0.12], [-2.33, 0.24, -0.80], [-2.33, 0.49, 0.95], [-0.41, -1.92, -0.40], [2.07, -1.74, 0.40]], "lowdin_charge": [-0.01, -0.37, -0.05, 0.11, -0.41, 0.15, 0.06, 0.08, 0.09, 0.08, 0.11, 0.16], "e_lumo_ha": 0.027, "max_force_ev_per_a": 2.946, "e_homo_ev": -8.28, "smiles": "Cc1c[nH]c(=O)o1", "energy_ev": -9813.4237, "e_above_lowest_ev": 0.891, "homo_lumo_gap_ev": 9.0211}



# 6
{"formula": "C20H33ClN2O4", "method": "wB97M-V/def2-TZVPD", "symbols": ["C", "N", "C", "C", "O", "C", "N", "C", "O", "C", "C", "C", "C", "O", "C", "C", "C", "C", "C", "O", "C", "Cl", "C", "C", "C", "C", "C", "H", "H", "H", "H", "H", "H", "H", "H", "H", "H", "H", "H", "H", "H", "H", "H", "H", "H", "H", "H", "H", "H", "H", "H", "H", "H", "H", "H", "H", "H", "H", "H", "H"], "xyz": [[-3.59, -5.20, -0.90], [-2.53, -4.79, 0.01], [-1.28, -4.35, -0.57], [-1.40, -3.19, -1.55], [-1.87, -3.68, -2.78], [-2.09, -1.93, -0.97], [-0.77, -1.34, -0.83], [-0.43, -0.12, -0.35], [-1.28, 0.67, 0.04], [1.05, 0.13, -0.21], [1.48, -0.33, 1.17], [0.96, 0.46, 2.39], [2.33, 0.29, 3.06], [2.27, -0.79, 3.98], [2.94, -0.08, 1.67], [3.85, -1.29, 1.62], [3.59, 1.13, 1.04], [-0.07, -2.37, -1.59], [-2.95, -4.44, 1.29], [-4.12, -4.26, 1.51], [-1.91, -4.44, 2.45], [-2.85, -4.84, 3.94], [-1.31, -3.04, 2.64], [-0.23, -3.01, 3.72], [0.84, -4.07, 3.48], [0.22, -5.46, 3.43], [-0.85, -5.56, 2.34], [-4.35, -5.73, -0.34], [-4.06, -4.36, -1.42], [-3.15, -5.85, -1.66], [-0.63, -4.00, 0.23], [-0.78, -5.17, -1.08], [-2.04, -2.94, -3.37], [-2.74, -1.41, -1.68], [-2.63, -2.05, -0.03], [1.62, -0.40, -0.98], [1.23, 1.20, -0.34], [1.25, -1.40, 1.29], [0.75, 1.50, 2.14], [0.11, 0.05, 2.94], [2.76, 1.18, 3.52], [3.14, -0.92, 4.36], [4.80, -1.09, 2.13], [3.39, -2.16, 2.09], [4.09, -1.55, 0.59], [4.53, 1.36, 1.55], [3.82, 0.96, -0.02], [2.96, 2.02, 1.10], [0.79, -2.82, -1.10], [0.20, -2.06, -2.61], [-0.87, -2.71, 1.69], [-2.12, -2.35, 2.87], [0.23, -2.02, 3.74], [-0.69, -3.17, 4.70], [1.36, -3.86, 2.53], [1.59, -4.02, 4.27], [0.99, -6.21, 3.23], [-0.22, -5.70, 4.40], [-1.37, -6.52, 2.40], [-0.37, -5.54, 1.37]], "lowdin_charge": [-0.03, -0.07, -0.10, -0.44, 0.02, -0.02, -0.02, -0.46, 0.08, -0.06, -0.23, -0.05, -0.30, -0.02, -0.46, -0.03, -0.04, -0.04, -0.46, 0.05, -0.64, 0.74, -0.19, -0.20, -0.19, -0.20, -0.20, 0.09, 0.09, 0.10, 0.10, 0.15, 0.11, 0.14, 0.13, 0.12, 0.12, 0.13, 0.12, 0.11, 0.15, 0.10, 0.09, 0.07, 0.09, 0.09, 0.09, 0.09, 0.12, 0.13, 0.10, 0.13, 0.08, 0.11, 0.11, 0.11, 0.11, 0.10, 0.12, 0.10], "e_lumo_ha": 0.014, "max_force_ev_per_a": 0.319, "e_homo_ev": -9.27, "smiles": "CN(CC1(O)CN(C(=O)C[C@@H]2C[C@@H](O)C2(C)C)C1)C(=O)C1(Cl)CCCCC1", "energy_ev": -44968.1716, "e_above_lowest_ev": 0.326, "homo_lumo_gap_ev": 9.6421}



# 7
{"formula": "C8H14N2S2", "method": "wB97M-V/def2-TZVPD", "symbols": ["S", "C", "S", "N", "C", "C", "N", "C", "C", "C", "C", "C", "H", "H", "H", "H", "H", "H", "H", "H", "H", "H", "H", "H", "H", "H"], "xyz": [[2.92, 0.62, -1.99], [1.99, 0.24, -0.67], [2.68, -0.64, 0.76], [0.70, 0.52, -0.61], [-0.17, 0.30, 0.55], [-0.64, -1.16, 0.59], [-2.12, -1.31, 0.48], [-2.74, -0.65, 1.59], [-2.31, 0.88, 1.69], [-1.42, 1.16, 0.44], [-2.24, 0.81, -0.82], [-2.58, -0.69, -0.80], [3.95, -0.65, 0.29], [0.37, 1.04, -1.43], [0.37, 0.52, 1.47], [-0.16, -1.76, -0.18], [-0.39, -1.70, 1.51], [-2.43, -1.26, 2.44], [-3.83, -0.71, 1.57], [-1.79, 1.13, 2.60], [-3.22, 1.46, 1.67], [-1.19, 2.24, 0.45], [-3.17, 1.38, -0.91], [-1.69, 1.00, -1.75], [-2.05, -1.27, -1.61], [-3.64, -0.82, -0.93]], "lowdin_charge": [0.54, -1.21, 0.75, -0.05, -0.30, -0.14, -0.17, -0.18, -0.10, -0.25, -0.13, -0.15, -0.12, 0.13, 0.12, 0.12, 0.12, 0.11, 0.11, 0.10, 0.10, 0.15, 0.11, 0.10, 0.13, 0.10], "e_lumo_ha": 0.021, "max_force_ev_per_a": 1.785, "e_homo_ev": -8.33, "smiles": "S=C(S)N[C@@H]1CN2CCC1CC2", "energy_ev": -33173.5507, "e_above_lowest_ev": 0.210, "homo_lumo_gap_ev": 8.9155}



# 8
{"formula": "C6H9N", "method": "wB97M-V/def2-TZVPD", "symbols": ["C", "C", "C", "C", "C", "C", "H", "H", "H", "H", "H", "H", "H", "H", "H", "N"], "xyz": [[-0.05, 1.35, 0.67], [0.23, 0.77, -0.62], [-1.27, 0.02, -0.61], [-0.91, 0.00, 0.81], [0.77, -1.68, -0.16], [1.13, -0.26, -0.17], [0.78, 1.79, 1.24], [-0.59, 2.22, 0.58], [0.68, 1.28, -1.42], [-1.87, 0.88, -0.97], [-1.57, -0.99, -1.07], [-1.52, -0.07, 1.69], [1.55, -2.26, 0.02], [-0.07, -1.94, -0.82], [2.35, -0.30, -0.09], [0.35, -0.78, 0.93]], "lowdin_charge": [-0.11, -0.25, -0.04, -0.24, -0.08, -0.31, 0.13, 0.08, 0.12, 0.11, 0.13, 0.13, 0.05, 0.10, 0.20, -0.02], "e_lumo_ha": 0.041, "max_force_ev_per_a": 6.579, "e_homo_ev": -8.55, "energy_ev": -7852.8819, "e_above_lowest_ev": 5.278, "homo_lumo_gap_ev": 9.6719}



Number 7 is which compound?
C8H14N2S2